Computed, not measured: a molecular structure, C16H25N5RhS2, with ωB97M-V with the def2-TZVPD basis set.

XYZ file:
```
49
Properties=species:S:1:pos:R:3:forces:R:3
Rh -0.4785 0.2415 -0.4633 -1.6 1.2 0.5
C -1.2949 0.0949 -3.2080 -0.1 0.1 -0.3
C -1.5044 1.5684 -2.9586 0.0 0.0 0.0
N -0.7057 1.9069 -1.7479 0.6 -0.2 -0.1
C -1.2228 3.0459 -0.9521 -0.1 0.1 -0.1
C -2.5775 2.7352 -0.3330 -0.1 0.0 0.0
S -2.6563 1.0098 0.2402 0.1 0.0 0.2
C -3.6733 0.1416 -0.9964 0.0 -0.1 0.0
C -2.8841 -1.0253 -1.5565 -0.3 -0.1 -0.1
N -1.4860 -0.6804 -1.9463 0.4 -0.2 0.2
H -0.2621 -0.0729 -3.5139 0.0 0.0 0.0
H -1.9405 -0.2887 -4.0008 -0.1 -0.1 0.1
H -2.5435 1.8359 -2.7883 0.0 -0.1 0.0
H -1.1793 2.1359 -3.8315 0.1 0.1 0.1
H 0.2384 2.1424 -2.0485 0.0 0.1 -0.1
H -1.2929 3.9411 -1.5756 0.0 0.0 0.0
H -0.4934 3.2545 -0.1685 0.1 0.0 0.0
H -3.4224 2.9112 -0.9974 0.0 0.0 0.0
H -2.7309 3.3606 0.5453 0.0 0.0 0.0
H -4.0393 0.8468 -1.7385 0.1 0.0 0.0
H -4.5435 -0.2507 -0.4710 0.0 0.0 0.0
H -3.3978 -1.4522 -2.4217 0.0 0.0 0.0
H -2.8124 -1.8104 -0.8042 0.1 0.0 0.0
H -1.0073 -1.5684 -2.0921 0.0 -0.1 0.0
N 0.2625 -3.0636 4.6989 0.0 0.0 -0.1
C 0.0523 -2.3907 3.5755 0.0 0.0 0.1
C -0.5387 -1.1036 3.5752 0.0 0.0 0.0
C -0.7383 -0.4455 2.4005 0.0 -0.1 -0.1
N -0.3900 -0.9524 1.1829 0.5 -0.7 0.0
C 0.1793 -2.1926 1.1835 -0.2 0.1 0.0
C 0.4075 -2.9199 2.3095 0.0 0.0 0.0
H -0.0248 -2.7001 5.5931 0.0 0.0 0.0
H 0.6733 -3.9830 4.6927 0.0 0.0 0.0
H -0.8569 -0.6431 4.5010 0.0 0.0 0.0
H -1.2022 0.5286 2.4167 0.0 0.1 0.0
H 0.4337 -2.5973 0.2145 0.1 0.0 0.0
H 0.8421 -3.9074 2.2279 0.0 0.0 0.0
S 1.4890 -0.5098 -1.4182 0.4 0.0 -0.3
C 2.8944 -0.0751 -0.4682 -0.1 -0.1 0.1
N 4.0604 -0.0559 -1.1572 -0.1 0.0 0.1
C 5.2557 0.2263 -0.6023 0.0 0.0 0.1
C 5.3348 0.5149 0.7370 0.0 0.0 -0.1
C 4.1614 0.4959 1.4870 0.0 0.0 0.0
C 2.9445 0.2006 0.8900 0.0 0.0 -0.1
H 4.0358 -0.2876 -2.1452 0.0 0.1 0.0
H 6.1079 0.2148 -1.2679 0.0 0.0 0.0
H 6.2924 0.7430 1.1828 0.0 0.0 0.0
H 4.2003 0.7105 2.5477 0.0 0.0 0.0
H 2.0335 0.1694 1.4715 0.0 0.0 0.0
```
Forces are in eV/Å.

## Properties
HOMO-LUMO gap   6.41 eV
Energy relative to the best compared isomer or geometry (same formula, charge and spin)   35.9 kJ/mol
Charge   +3
E_tot   -1804.50113 Eh
E_HOMO   -17.348 eV

Löwdin population analysis, charges in e, atoms 1 to 5: 0.815 -0.142 -0.129 -0.179 -0.205

***

Computed, not measured: C16H25NO2 in the gas phase, with ωB97M-V with the def2-TZVPD basis set.

XYZ file:
```
44
Properties=species:S:1:pos:R:3:forces:R:3
C 5.4517 2.0424 -0.5354 -0.1 -0.4 0.1
C 5.6665 0.5593 -0.2293 0.4 0.3 -0.2
C 7.0266 0.3258 0.4221 -0.4 -0.1 -0.2
O 4.6994 0.0832 0.6942 0.0 -0.1 0.1
C 3.4244 -0.1758 0.2843 -0.3 -0.1 0.2
C 2.5390 -0.5571 1.2897 0.3 0.1 -0.2
C 1.2223 -0.8673 1.0103 -0.3 -0.1 -0.1
C 0.7522 -0.8008 -0.2975 0.2 0.1 -0.1
O -0.5201 -1.0892 -0.6951 0.1 0.1 -0.1
C -1.4738 -1.4271 0.2856 -0.4 -0.3 0.0
C -2.8276 -1.5871 -0.4152 0.3 0.1 0.3
N -3.4383 -0.2953 -0.6540 0.1 0.0 -0.4
C -4.2607 0.2232 0.4229 0.0 0.0 0.1
C -4.4932 1.7350 0.2090 -0.1 0.0 0.2
C -6.0060 1.9521 0.2780 0.0 0.0 -0.1
C -6.5832 0.6198 -0.1898 0.0 0.0 0.2
C -5.6771 -0.3986 0.4960 0.1 0.0 0.0
C 1.6368 -0.4214 -1.3037 -0.3 -0.1 0.2
C 2.9534 -0.1119 -1.0240 0.3 0.0 0.1
H 5.5526 2.6213 0.3796 0.0 0.1 0.1
H 6.1900 2.3853 -1.2553 0.1 0.1 -0.1
H 4.4572 2.2130 -0.9405 -0.1 0.1 -0.1
H 5.6125 -0.0267 -1.1589 0.0 0.0 0.1
H 7.1606 -0.7314 0.6348 0.1 -0.1 0.0
H 7.8206 0.6600 -0.2395 0.1 0.0 -0.1
H 7.0840 0.8759 1.3574 0.0 0.1 0.1
H 2.9084 -0.6094 2.3019 0.0 0.0 0.1
H 0.5752 -1.1614 1.8215 -0.1 0.0 0.1
H -1.1943 -2.3709 0.7768 0.0 0.1 0.0
H -1.5403 -0.6357 1.0422 0.0 -0.1 0.0
H -2.6404 -2.0750 -1.3732 0.0 -0.1 0.1
H -3.4609 -2.2512 0.1953 0.0 0.0 -0.1
H -3.9705 -0.2975 -1.5159 0.1 0.0 0.0
H -3.7189 0.0404 1.3547 0.0 0.0 0.0
H -3.9608 2.3337 0.9452 0.1 0.1 0.0
H -4.1122 2.0024 -0.7766 0.0 0.0 0.0
H -6.3318 2.7909 -0.3353 0.0 0.1 0.1
H -6.3134 2.1408 1.3080 -0.1 0.0 0.0
H -6.4934 0.5361 -1.2745 0.0 0.0 -0.1
H -7.6316 0.4955 0.0785 -0.1 0.0 -0.1
H -5.9793 -0.5180 1.5374 -0.1 0.0 0.1
H -5.7110 -1.3784 0.0185 0.0 -0.1 0.1
H 1.2687 -0.3719 -2.3163 0.0 0.0 -0.1
H 3.5979 0.1741 -1.8402 0.1 0.0 0.0
```
Forces are in eV/Å.

## Properties
HOMO-LUMO gap   8.62 eV
Energy relative to the best compared isomer or geometry (same formula, charge and spin)   114.0 kJ/mol
E_tot   -829.88485 Eh
Structure (SMILES)   CC(C)Oc1ccc(OCCNC2CCCC2)cc1
E_HOMO   -7.676 eV

Löwdin population analysis, charges in e, atoms 1 to 5: -0.037 -0.440 -0.041 -0.039 -0.270

***

Computed, not measured: C16H25NO4 in the gas phase, with ωB97M-V with the def2-TZVPD basis set.

XYZ file:
```
46
Properties=species:S:1:pos:R:3:forces:R:3
C 2.8395 -0.5894 -4.2479 0.0 -0.1 0.2
C 2.4037 -0.7404 -2.7967 -0.1 0.2 -0.1
C 1.6907 0.5223 -2.3005 0.2 0.1 0.0
C 1.2996 0.3748 -0.8499 -0.1 0.2 -0.3
O 1.8936 1.0545 -0.0062 0.2 0.1 0.0
C 0.3231 -0.6405 -0.4910 0.1 0.0 0.0
C 0.1030 -0.9728 0.8535 0.1 0.0 0.1
N 0.7374 -0.3268 1.8179 0.2 0.2 -0.3
C 0.4227 -0.2588 3.2190 0.0 0.1 0.6
C -0.0239 1.1599 3.5989 -0.2 -0.2 -0.1
C -1.2302 1.6335 2.7741 0.2 0.1 0.0
C -0.8500 2.6313 1.6775 -0.3 -0.1 0.0
C -1.9832 2.8119 0.6545 0.2 0.0 -0.1
C -2.0268 1.5983 -0.2474 -0.3 0.3 0.3
O -2.4509 0.5178 0.0931 -0.2 -0.3 0.1
O -1.5013 1.8408 -1.4328 0.3 0.2 -0.6
C -0.8418 -2.0877 1.1830 0.0 -0.2 0.1
C -0.7438 -3.1542 0.0973 -0.1 0.1 0.0
C -1.2075 -2.5422 -1.2103 0.0 -0.1 0.0
C -0.5907 -1.1885 -1.4779 -0.1 0.0 0.3
O -0.9465 -0.5681 -2.4786 0.0 -0.2 -0.3
H 1.9743 -0.4206 -4.8848 -0.1 0.0 -0.1
H 3.5181 0.2535 -4.3582 0.1 0.1 -0.1
H 3.3491 -1.4882 -4.5882 0.1 0.0 -0.1
H 3.2764 -0.9339 -2.1675 0.0 -0.1 0.0
H 1.7297 -1.5953 -2.7077 0.1 0.0 0.0
H 2.3657 1.3772 -2.3738 0.0 0.0 0.1
H 0.8146 0.7074 -2.9192 0.1 0.0 0.0
H 1.3783 0.3999 1.4594 -0.2 -0.2 0.0
H -0.3731 -0.9615 3.4680 0.1 0.0 0.0
H 1.3170 -0.5243 3.7949 -0.2 -0.1 0.0
H 0.8106 1.8483 3.4557 0.1 0.0 0.1
H -0.2688 1.1541 4.6618 0.1 0.0 0.0
H -1.9641 2.1051 3.4304 -0.1 0.0 0.0
H -1.7171 0.7746 2.3107 -0.1 0.0 0.1
H -0.6255 3.5996 2.1299 0.1 0.0 0.0
H 0.0461 2.2994 1.1507 0.1 0.0 0.0
H -2.9367 2.9172 1.1734 0.0 0.0 -0.1
H -1.7971 3.6910 0.0392 -0.1 0.0 0.0
H -1.4033 1.0139 -1.9776 -0.1 0.0 0.3
H -1.8602 -1.6900 1.2103 0.0 0.0 0.1
H -0.6021 -2.5180 2.1554 0.0 0.1 0.0
H 0.2918 -3.4928 0.0130 0.0 0.0 0.0
H -1.3630 -4.0148 0.3542 0.0 0.0 0.0
H -2.2905 -2.3907 -1.1951 0.0 0.0 0.0
H -0.9873 -3.1866 -2.0646 0.0 0.1 0.0
```
Forces are in eV/Å.

## Properties
HOMO-LUMO gap   9.28 eV
Energy relative to the best compared isomer or geometry (same formula, charge and spin)   0.0 kJ/mol
E_tot   -980.45128 Eh
Structure (SMILES)   CCCC(=O)C1=C(NCCCCCC(=O)O)CCCC1=O
E_HOMO   -8.548 eV

Löwdin population analysis, charges in e, atoms 1 to 5: -0.105 -0.241 -0.128 -0.334 0.032

***

Computed, not measured: a molecular structure, C16H26AlBrCl5LiNNaO14PS, with ωB97M-V with the def2-TZVPD basis set.

XYZ file:
```
68
Properties=species:S:1:pos:R:3:forces:R:3
C 1.1155 -1.5649 1.9567 -0.8 0.6 1.1
C 0.3589 -0.3048 1.5362 0.9 0.9 -1.0
C -0.5877 -0.4414 0.2962 0.1 -0.8 0.8
C -1.2935 -1.8275 0.1638 -0.3 0.7 0.2
O -2.7003 -1.5347 -0.0196 0.5 -0.6 -0.1
C -3.5536 -2.3379 0.6815 -0.7 1.1 -1.0
S -3.4730 -4.1948 0.4504 1.0 -0.6 0.9
O -4.8694 -2.0827 0.1642 -0.2 -0.7 0.7
C -5.6930 -2.6556 1.1319 0.0 0.3 -0.4
O -6.8216 -2.9159 0.9725 -0.1 -0.2 0.2
O -4.9577 -2.8409 2.3206 -0.5 0.6 -0.5
C -3.8811 -1.9042 2.1381 0.4 -0.7 1.0
Br -2.4760 -2.0578 3.4800 -0.4 -0.1 -0.3
P -4.8562 -0.2450 2.2390 -1.2 0.9 -2.0
O -5.7100 -0.4024 3.5945 1.2 -0.1 0.5
O -3.7480 0.9373 2.4744 0.6 -0.6 0.7
H 0.3933 -2.2540 2.3976 0.2 -0.3 -0.3
H 1.7766 -1.3003 2.7819 0.3 -0.2 -0.2
H 1.6760 -2.0282 1.1473 0.0 0.0 0.0
H -0.2265 0.1410 2.3740 0.2 -0.8 0.1
H 1.1796 0.4648 1.2906 -0.6 -1.0 0.0
H -1.3908 0.2784 0.4474 -0.1 0.0 -0.5
H -0.1121 -0.1908 -0.6582 -0.2 0.3 0.4
H -0.9202 -2.3231 -0.7719 -1.0 0.1 1.2
H -1.2051 -2.4682 1.0395 0.3 0.1 -0.1
H -2.9213 -4.3486 -0.7724 -0.3 0.8 -0.1
H -6.6443 -0.2762 3.3899 0.0 0.0 0.0
H -3.7864 1.4969 1.6905 -0.2 0.1 0.0
Al -0.9179 -4.8179 -1.9277 0.1 0.3 -0.5
C 0.5157 2.2452 -3.3314 -0.2 -0.4 0.6
C 1.0549 3.0333 -4.2865 0.0 -0.6 -0.5
C 1.4261 4.4622 -4.0082 0.0 0.3 0.4
O 1.9334 5.0959 -4.8977 0.0 0.1 -0.3
C 1.1692 4.9906 -2.6703 0.0 0.1 0.0
C 0.6290 4.2015 -1.7416 0.0 0.2 -0.1
C 0.2732 2.7700 -2.0265 -0.2 -0.5 0.0
O -0.2211 2.0667 -1.1085 0.6 0.9 0.4
O 0.3615 4.6464 -0.5005 0.1 -0.2 0.0
O 1.3084 2.5937 -5.4939 0.0 0.5 0.3
H 0.2957 1.1945 -3.4942 -0.1 0.2 -0.1
H 1.4294 6.0223 -2.4783 0.0 0.0 0.0
H -0.0354 3.8945 -0.0410 -0.3 0.0 -0.1
H 1.7101 3.3376 -5.9944 0.2 -0.1 -0.2
O 5.4033 7.0159 -5.9570 0.2 -0.6 -0.8
C 4.5991 6.0949 -6.0624 -2.1 2.9 4.3
C 5.1938 4.9550 -7.4321 2.5 -3.0 -4.3
O 4.3370 4.0740 -7.5339 -0.5 0.9 0.7
H 3.5649 6.3290 -6.3810 0.4 -0.1 -1.3
H 4.4796 5.3897 -5.2165 1.0 -0.8 -0.5
H 6.2117 4.6766 -7.0833 -0.6 -0.1 1.6
H 5.3613 5.6378 -8.2930 -1.1 0.7 0.3
Cl -0.7176 -1.6534 -2.8937 -2.8 -0.2 -2.8
C -0.8191 -5.9671 4.2368 0.0 -0.1 -0.1
Cl -1.5972 -5.3513 2.7686 0.0 -0.3 0.0
Cl 0.4126 -4.7924 4.7442 0.3 0.0 0.0
Cl -2.0185 -6.1445 5.5227 0.0 0.1 0.0
Cl -0.0671 -7.5179 3.9060 0.0 0.1 0.0
N 0.0190 -3.4851 7.7143 -0.3 -0.1 0.4
H 0.6611 -4.1534 8.1765 0.3 0.2 -0.2
H 0.5199 -2.6032 7.5718 0.3 -0.2 0.1
H -0.2429 -3.8700 6.8031 0.1 -0.1 0.0
H -0.8034 -3.3295 8.2968 0.0 0.0 0.0
O 3.0812 -3.7197 7.4013 -0.2 -0.3 -0.4
H 2.1952 -3.4549 7.6023 -0.4 0.5 0.3
Na 0.8471 -1.9396 -1.5471 3.8 -0.4 2.0
O 6.9803 3.1330 -6.1123 0.1 0.1 0.2
H 6.6692 2.3082 -5.7215 0.0 0.0 -0.1
Li 0.1252 1.8134 1.5536 -0.3 0.5 -0.6
```
Forces are in eV/Å.

## Properties
HOMO-LUMO gap   1.25 eV
Charge   +1
E_tot   -7759.41093 Eh
E_HOMO   -7.069 eV

Löwdin population analysis, charges in e, atoms 1 to 5: -0.063 -0.296 -0.182 -0.247 -0.060